--- A ---
Here is a 2-piece molecular cluster, CH7N2 overall from the Open Molecules 2025 dataset. Energies are from ωB97M-V/def2-TZVPD.

Computed properties:
- HOMO energy (spin up / spin down): -15.1 / -15.1 eV

ORCA input file:
```
! wB97M-V def2-TZVPD RIJCOSX def2/J DEFGRID3
* xyz 1 1
C 0.45 0.27 0.47
N -1.53 -0.29 0.38
N 0.81 -0.07 -0.90
H 0.87 -0.34 1.25
H 0.38 1.33 0.67
H -2.01 0.56 0.69
H -1.61 -0.97 1.12
H 1.12 -1.06 -0.95
H -0.04 0.02 -1.48
H 1.56 0.54 -1.27
*
```

--- B ---
Here is a 2-piece molecular cluster, CH7N2 overall from the Open Molecules 2025 dataset. Energies are from ωB97M-V/def2-TZVPD.

Computed properties:
- HOMO energy: -15.1 eV

ORCA input file:
```
! wB97M-V def2-TZVPD RIJCOSX def2/J DEFGRID3
* xyz 1 1
C 0.26 0.97 0.84
N -0.96 1.16 0.51
H 1.06 1.25 0.17
H 0.42 0.46 1.78
H -1.69 0.73 1.06
H -1.26 1.69 -0.30
N 0.49 -1.28 -0.85
H 1.27 -1.26 -1.51
H 0.72 -2.12 -0.32
H -0.32 -1.60 -1.39
*
```

Top of the stability list: B, leading by 177.4 kJ/mol.

--- A ---
Here is a 2-piece molecular cluster, C4H10N overall from the Open Molecules 2025 dataset. Energies are from ωB97M-V/def2-TZVPD.

Computed properties:
- HOMO energy: -13.6 eV

ORCA input file:
```
! wB97M-V def2-TZVPD RIJCOSX def2/J DEFGRID3
* xyz 1 1
C -1.63 0.11 -1.93
C -1.52 1.02 -1.13
C -1.38 2.11 -0.17
H -1.73 -0.69 -2.64
H -1.62 1.76 0.85
H -2.07 2.93 -0.42
H -0.35 2.50 -0.17
C 1.21 -1.18 1.44
N 1.37 -1.25 -0.05
H 2.04 -1.69 1.94
H 0.26 -1.66 1.75
H 1.19 -0.13 1.77
H 2.26 -0.81 -0.34
H 1.38 -2.25 -0.36
H 0.58 -0.77 -0.53
*
```

--- B ---
Here is an isolated ion of composition C4H10N and charge +1 from the Open Molecules 2025 dataset. Energies are from ωB97M-V/def2-TZVPD.

Computed properties:
- HOMO energy: -16.2 eV
- Structure (SMILES): CC=[N+](C)C

ORCA input file:
```
! wB97M-V def2-TZVPD RIJCOSX def2/J DEFGRID3
* xyz 1 1
C -0.40 -0.14 -0.66
C -2.10 0.18 -0.96
C 1.84 -0.71 -0.16
C 0.21 0.61 1.50
N 0.55 -0.13 0.28
H -2.36 -0.54 -1.62
H -0.05 -0.52 -1.66
H -2.60 0.14 -0.02
H -2.06 1.04 -1.57
H 2.53 -0.71 0.65
H 1.83 -1.67 -0.59
H 2.32 0.02 -0.73
H 1.13 0.68 2.22
H -0.18 1.62 1.23
H -0.64 0.14 2.08
*
```

--- C ---
Here is an isolated ion of composition C4H10N and charge +1 from the Open Molecules 2025 dataset. Energies are from ωB97M-V/def2-TZVPD.

Computed properties:
- HOMO energy: -15.7 eV
- Structure (SMILES): C=[NH+]CCC

ORCA input file:
```
! wB97M-V def2-TZVPD RIJCOSX def2/J DEFGRID3
* xyz 1 1
C 1.48 -1.64 0.16
C 0.88 -0.13 0.29
C -0.21 0.21 -0.74
C -1.67 1.84 0.35
N -1.46 0.65 -0.14
H 2.51 -1.47 -0.05
H 1.14 -2.28 -0.61
H 1.33 -2.17 1.13
H 1.61 0.65 0.23
H 0.51 -0.17 1.34
H -0.42 -0.74 -1.28
H 0.32 0.76 -1.61
H -1.20 2.70 0.16
H -2.73 1.91 0.84
H -2.10 -0.12 -0.07
*
```

--- D ---
Here is C4H10N as an isolated structure from the Open Molecules 2025 dataset. Energies are from ωB97M-V/def2-TZVPD.

Computed properties:
- HOMO energy: -14.0 eV

ORCA input file:
```
! wB97M-V def2-TZVPD RIJCOSX def2/J DEFGRID3
* xyz 1 1
C 0.68 0.29 -1.06
C -0.14 0.00 0.15
C -1.59 -0.19 -0.14
C -2.47 0.42 0.69
N 2.67 -0.45 0.40
H 0.52 -0.41 -1.87
H 0.66 1.32 -1.53
H 0.20 -1.15 0.37
H 0.15 0.81 0.87
H -2.01 -0.53 -1.18
H -3.52 0.65 0.62
H -2.03 0.96 1.50
H 3.50 0.03 0.68
H 1.90 -0.11 -0.48
H 3.00 -1.52 0.37
*
```

Top of the stability list: A, leading by 19.9 kJ/mol.

--- A ---
Here is a 2-piece molecular cluster, C4H10N overall from the Open Molecules 2025 dataset. Energies are from ωB97M-V/def2-TZVPD.

Computed properties:
- HOMO energy: -14.6 eV

ORCA input file:
```
! wB97M-V def2-TZVPD RIJCOSX def2/J DEFGRID3
* xyz 1 1
C 0.16 -1.77 0.05
C 1.20 -1.13 0.84
C -1.06 1.38 -0.79
C 0.20 0.74 -0.29
N 0.00 -0.44 0.54
H 0.08 -1.85 -1.13
H -0.55 -2.50 0.35
H 1.32 -1.68 1.82
H 2.10 -0.95 0.25
H -1.93 1.11 -0.33
H -1.05 2.50 -0.89
H -1.35 0.96 -1.83
H 0.68 1.99 1.03
H 1.04 0.56 -0.82
H -0.65 -0.10 1.20
*
```

--- B ---
Here is a 2-piece molecular cluster, C4H10N overall from the Open Molecules 2025 dataset. Energies are from ωB97M-V/def2-TZVPD.

Computed properties:
- HOMO energy (spin up / spin down): -14.0 / -14.5 eV

ORCA input file:
```
! wB97M-V def2-TZVPD RIJCOSX def2/J DEFGRID3
* xyz 1 1
C -1.77 1.05 -0.52
C 0.74 -1.42 0.45
C 0.31 1.41 0.56
C -0.27 -0.74 -0.41
N -0.63 0.58 -0.15
H -2.49 0.42 -1.04
H -2.03 2.07 -0.32
H 1.70 -0.92 0.48
H 0.36 -1.50 1.48
H 0.90 -2.43 0.09
H 0.56 0.96 1.52
H -0.12 2.40 0.74
H 1.22 1.52 -0.02
H -1.06 -1.35 -0.82
H 0.75 -0.59 -2.08
*
```

--- C ---
Here is an isolated ion of composition C4H10N and charge +1 from the Open Molecules 2025 dataset. Energies are from ωB97M-V/def2-TZVPD.

Computed properties:
- HOMO energy: -16.5 eV
- Structure (SMILES): C1CC[NH2+]C1

ORCA input file:
```
! wB97M-V def2-TZVPD RIJCOSX def2/J DEFGRID3
* xyz 1 1
C 1.09 -0.61 0.12
N -0.07 -0.58 1.11
C -1.27 -0.25 0.13
C -0.68 0.88 -0.71
C 0.85 0.61 -0.71
H 2.07 -0.70 0.60
H 1.02 -1.57 -0.38
H 0.15 0.24 1.69
H -0.18 -1.35 1.76
H -2.05 -0.01 0.84
H -1.33 -1.19 -0.40
H -1.19 0.78 -1.67
H -0.97 1.83 -0.26
H 1.33 1.54 -0.42
H 1.23 0.40 -1.71
*
```

--- D ---
Here is an isolated ion of composition C4H10N and charge +1 from the Open Molecules 2025 dataset. Energies are from ωB97M-V/def2-TZVPD.

Computed properties:
- HOMO energy: -15.9 eV
- Structure (SMILES): C1CC[NH2+]C1

ORCA input file:
```
! wB97M-V def2-TZVPD RIJCOSX def2/J DEFGRID3
* xyz 1 1
C 0.33 -0.23 1.18
N -0.76 -0.84 0.45
C -1.09 0.17 -0.65
C 0.29 0.44 -1.25
C 1.11 0.63 0.15
H 0.84 -1.12 1.65
H 0.08 0.37 2.06
H -0.46 -1.69 0.06
H -1.48 -1.20 1.12
H -1.87 -0.30 -1.31
H -1.29 1.04 0.00
H 0.35 1.41 -1.76
H 0.69 -0.49 -1.80
H 2.02 0.15 -0.29
H 1.24 1.67 0.40
*
```

Top of the stability list: C, leading by 71.7 kJ/mol.